Record 1
Computed, not measured: the ion C3H5O2 with charge +1 at a distorted geometry, with ωB97M-V/def2-TZVPD.

The value obtained for the HOMO-LUMO gap is 9.99 eV. For the HOMO energy, the calculation gives -17.48 eV. Its net charge is +1.

Atoms and positions in Å:
1 C 1.852 -0.301 -0.028
2 C -0.572 0.941 0.011
3 C -0.382 -0.602 -0.042
4 O 1.655 0.898 0.146
5 O 0.922 -1.159 -0.101
6 H 2.872 -0.639 -0.133
7 H -0.613 1.457 -0.937
8 H -0.664 1.548 0.858
9 H -0.702 -0.983 0.944
10 H -0.911 -0.966 -1.048

Record 2
Computed, not measured: an isolated molecule of C3H5O2P at a distorted geometry, with ωB97M-V/def2-TZVPD.

The value obtained for the HOMO-LUMO gap (spin up / spin down) is 8.36 / 6.99 eV. For the HOMO energy (spin up / spin down), the calculation gives -9.51 / -9.49 eV. Its net charge is 0.

Atoms and positions in Å:
1 C -0.202 0.087 0.600
2 C 0.687 -1.149 0.270
3 C -1.497 0.363 -0.215
4 O 2.810 -0.220 -1.010
5 O 0.924 1.045 0.275
6 P 2.268 -0.030 0.392
7 H -0.415 0.064 1.650
8 H 0.805 -1.536 -0.746
9 H -1.655 1.532 -0.054
10 H -2.343 -0.262 0.126
11 H -1.381 0.106 -1.287

Record 3
Computed, not measured: the ion C3H5O3 with charge +1 at a distorted geometry, with ωB97M-V/def2-TZVPD.

The value obtained for the HOMO-LUMO gap is 11.06 eV. For the HOMO energy, the calculation gives -16.53 eV. Its net charge is +1.

Atoms and positions in Å:
1 C 0.231 -1.179 1.271
2 C -0.362 -0.917 -0.156
3 C -0.585 0.416 -0.759
4 O -0.690 -2.163 -0.486
5 O 0.019 1.421 0.021
6 O -1.147 -1.652 0.796
7 H 0.892 -2.039 1.254
8 H 0.171 -0.567 2.062
9 H -1.688 0.535 -1.024
10 H -0.222 0.356 -1.862
11 H 0.919 1.635 -0.429

Record 4
Computed, not measured: a structure of composition C3H5O3PS at a distorted geometry, with ωB97M-V/def2-TZVPD.

The value obtained for the HOMO-LUMO gap is 9.47 eV. For the HOMO energy, the calculation gives -9.03 eV. Its net charge is 0.

Atoms and positions in Å:
1 C -0.686 0.960 -0.266
2 C 0.491 1.129 -0.044
3 C -1.958 0.353 -0.630
4 O 3.177 -0.343 -1.361
5 O 3.820 -0.363 0.961
6 O 1.459 -1.340 0.232
7 P 2.478 -0.283 0.113
8 S 1.962 1.666 0.553
9 H -2.131 -0.625 -0.127
10 H -2.741 0.925 -0.310
11 H -1.898 0.310 -1.715
12 H 2.656 -0.749 -2.043
13 H 4.506 -0.106 0.491

Record 5
Computed, not measured: an isolated molecule of C3H5O3PS at a distorted geometry, with ωB97M-V/def2-TZVPD.

The value obtained for the HOMO-LUMO gap is 9.46 eV. For the HOMO energy, the calculation gives -9.19 eV. As for the structure (SMILES): CC#COP(O)(O)=S. Its net charge is 0.

Atoms and positions in Å:
1 C 0.451 0.367 -0.425
2 C 0.610 -0.576 0.301
3 C 0.198 1.361 -1.460
4 O 0.979 -0.621 3.665
5 O -0.520 -2.352 3.339
6 O 0.572 -1.474 1.283
7 P -0.235 -0.950 2.752
8 S -1.453 0.518 2.506
9 H 0.170 0.769 -2.470
10 H -0.753 1.647 -1.183
11 H 0.889 2.188 -1.543
12 H 0.851 0.392 3.702
13 H -1.075 -2.997 2.773

Record 6
Computed, not measured: a structure of composition C3H5O4Sn at a distorted geometry, with ωB97M-V/def2-TZVPD.

The spin multiplicity is 2. The value obtained for the HOMO-LUMO gap (spin up / spin down) is 6.42 / 10.42 eV. The expectation value of S² is 0.754. For the HOMO energy (spin up / spin down), the calculation gives -6.35 / -10.61 eV. Its net charge is 0.

Atoms and positions in Å:
1 C 2.379 1.650 -1.746
2 O 1.567 0.784 -0.984
3 C 0.601 0.088 -1.739
4 O 0.451 -1.144 -1.124
5 Sn 1.234 -1.598 0.690
6 H 3.110 2.095 -1.063
7 H 2.916 1.097 -2.534
8 H 1.770 2.445 -2.206
9 H 0.974 -0.116 -2.758
10 H -0.341 0.663 -1.766
11 O -0.895 -2.474 0.147
12 C -0.993 -1.940 -0.967
13 O -1.838 -1.663 -1.765

Record 7
Computed, not measured: an isolated molecule of C3H5OP at a distorted geometry, with ωB97M-V/def2-TZVPD.

The value obtained for the HOMO-LUMO gap (spin up / spin down) is 7.31 / 7.31 eV. For the HOMO energy (spin up / spin down), the calculation gives -9.23 / -9.23 eV. Its net charge is 0.

Atoms and positions in Å:
1 C 2.202 -0.647 0.088
2 C -0.918 -0.932 -0.257
3 C -1.806 0.123 -0.006
4 O 0.633 1.435 -0.356
5 P 0.708 -0.014 -0.159
6 H 2.465 -1.775 0.197
7 H 2.851 0.196 0.177
8 H -1.838 0.454 1.025
9 H -1.425 1.186 -0.501
10 H -2.871 -0.025 -0.208

Record 8
Computed, not measured: a structure of composition C3H5P at a distorted geometry, with ωB97M-V/def2-TZVPD.

The value obtained for the HOMO-LUMO gap is 9.83 eV. For the HOMO energy, the calculation gives -9.21 eV. Its net charge is 0.

Atoms and positions in Å:
1 C -0.385 -0.213 1.259
2 C -0.646 0.281 -0.165
3 C 0.768 -0.111 -0.671
4 P 1.160 -0.783 1.018
5 H -1.036 -0.400 2.026
6 H -1.376 -0.153 -0.787
7 H -0.662 1.354 -0.332
8 H 0.774 -0.824 -1.449
9 H 1.403 0.848 -0.900

Sequential M output: 73.1 104.0 89.1 152.1 152.1 223.8 88.0 72.0 g mol⁻¹
Sequential energy above the lowest of the compared OMol25 structures with the same formula, charge and spin output: 53.2 85.0 132.5 23.1 28.7 0.0 93.7 0.0 kcal per mole